No. 1
189
Properties=species:S:1:pos:R:3 method="wB97M-V/def2-TZVPD" e_tot_ev=-82054.480 homo_lumo_gap_ev=6.596 lumo_energy_ev=-10.125 molar_mass_g_mol=1044.5 charge=+7
I -0.0184 -1.7837 0.6739
O 3.5987 6.9102 -4.4630
O -7.8372 0.8602 6.7817
N 5.5098 -4.1074 -5.0706
N -5.3700 0.2806 -7.3655
N 4.6074 -6.1874 2.7317
N -3.8075 -5.2476 -0.2081
N 5.4240 7.9764 -5.5086
N -8.5129 -0.7612 8.4485
N -2.4359 8.7165 2.3538
N 3.9337 0.7108 6.2701
C -8.5527 0.6252 7.6909
C 5.3974 6.9479 -6.6742
C 6.4197 -6.4439 4.2973
C -7.6774 0.1864 -8.1167
C -3.7043 -5.6659 -2.6233
C -4.3716 9.6580 0.9296
C -5.3922 10.6459 0.7164
C 5.0480 -6.5076 -5.4963
C 4.0338 -4.2581 -5.2434
C 3.1378 -0.3804 5.5680
C -4.8656 1.4968 -5.1873
C 5.9390 -6.9260 2.9303
C -3.4502 9.7736 2.2174
C 6.0272 -3.2119 -3.8803
C 3.7030 0.5511 7.7468
C 6.3339 -1.0243 -2.7537
C -5.8251 1.6191 -7.8863
C -1.5349 8.3576 1.1059
C 6.2178 -3.6765 -6.3185
C -1.4167 9.2031 3.4544
C 3.7047 -6.7008 1.6493
C -5.5464 0.2970 -5.8097
C 4.4111 7.7376 -4.3131
C -3.9068 0.0470 -7.7714
C 5.5408 1.3862 4.5889
C -4.5047 -5.9834 -1.3486
C -0.1139 8.2278 1.6294
C -7.3199 1.6098 -7.6119
C -2.4079 -5.3407 -0.6577
C 3.8446 -5.5786 -5.9826
C 5.0857 -6.1299 5.1143
C 5.9072 -5.5354 -4.6691
C -5.6131 -3.5291 0.4659
C 4.7902 -4.6804 2.4689
C -3.8693 -5.9601 1.1045
C 4.1699 2.1417 4.4167
C 5.4283 0.5879 5.9177
C -3.0732 7.4085 2.7709
C -4.1780 -3.8124 -0.1188
C 3.9577 -6.2712 4.1443
C -5.7380 -2.0022 0.5151
C 4.5554 8.8011 -3.2231
C 0.9610 -1.1668 4.7569
C -9.6394 1.4780 8.2926
C -7.3897 -1.6257 8.1369
C -0.1584 8.4094 3.1298
C 5.8202 -2.7541 1.3930
C 5.8107 -1.7031 -3.9796
C 5.6055 -4.2695 1.2422
C -6.3694 -0.6868 -7.9835
C 3.4771 2.0184 5.7343
C 1.7177 -0.0226 5.2968
C -4.5614 1.2340 -3.7403
C -2.4449 -4.9613 -2.1265
H -1.1953 10.2609 3.3082
H 2.3930 2.0534 5.7544
H -4.0770 9.9066 3.1266
H -6.6064 0.3255 -5.5690
H -3.2466 -5.4750 1.8768
H -5.7880 -3.9811 1.4281
H -4.8759 -1.5497 1.0050
H 6.2730 -2.5695 2.3876
H -8.5875 -0.5526 9.4788
H 6.9973 -5.5259 4.1560
H -2.5016 -3.8969 -2.3517
H -3.5139 -6.9659 1.0739
H 0.7798 8.7356 3.6013
H 4.5923 8.1845 -2.3262
H 6.4104 -1.3069 -4.8226
H 3.4694 1.6556 3.7108
H -7.8772 2.3165 -8.2294
H 0.4312 7.4715 1.2414
H -6.3595 -3.8610 -0.2310
H -1.8534 -4.6141 -0.0616
H 3.5385 -7.2473 4.0906
H 5.0765 -5.1312 5.5387
H -5.4562 0.8088 -3.2503
H 5.7337 0.6777 3.7501
H 3.8141 -4.1628 2.5414
H 4.1481 -0.3484 8.1269
H -6.5552 -0.9770 8.0286
H 6.3657 2.0691 4.6771
H 5.6561 -7.9822 2.8726
H 6.0768 -4.4490 -7.0486
H 3.2996 -1.2654 6.2179
H -3.7302 0.4853 -3.6219
H 6.9995 -7.2425 4.7609
H -7.7130 -2.1325 7.2562
H -10.5735 1.0974 7.9399
H 5.9857 7.5021 -7.3525
H -6.2583 10.5638 0.0672
H -8.5037 -0.2960 -7.5818
H 5.2891 8.9415 -5.8095
H 3.6439 -4.2889 -4.2287
H -3.9169 9.2377 0.0308
H -3.6844 7.7044 3.5829
H -3.9827 -3.3137 -1.0511
H -4.3002 2.1371 -3.1853
H 6.3693 8.0441 -5.1009
H -1.7988 7.3710 0.6268
H 5.9163 6.0314 -6.4245
H 4.9508 -2.1347 1.2513
H -6.5800 -1.6304 1.0774
H 5.1824 -4.5726 0.2922
H 4.7607 -1.4527 -4.0803
H 1.2627 -1.4100 3.7251
H -3.4822 -6.5999 -3.1458
H 6.5354 -2.4064 0.6547
H -1.6194 9.1267 0.3303
H -5.1298 11.3247 -0.1006
H 3.6362 9.3539 -3.0905
H -5.8443 10.9988 1.6129
H -8.0442 0.2052 -9.1426
H 6.5475 -4.7873 1.3737
H 5.4495 -3.5669 -3.0123
H 5.7347 -2.7400 -6.6481
H -5.7559 -1.6251 -0.4956
H -5.4692 2.3885 -5.2422
H -5.6405 1.6017 -8.9292
H -3.5139 -0.9328 -7.4198
H 7.2941 -3.4639 -6.0816
H 6.4342 0.0490 -2.9599
H 1.7009 0.7490 4.5375
H -5.4818 -5.5412 -1.3981
H -3.7224 0.0883 -8.8411
H -5.0915 -0.6426 -5.4462
H -1.9037 9.1007 4.4351
H 3.5500 -0.5690 4.5750
H -4.6053 -7.0102 -1.0925
H 1.2411 0.3618 6.2028
H 7.0409 -3.5623 -3.7034
H 4.1557 -6.6284 0.6842
H -2.2762 6.7076 2.9688
H -5.3236 2.4669 -7.4848
H 2.6492 0.6044 7.9704
H -6.4766 -1.5376 -7.3345
H -9.5808 1.5164 9.3862
H -6.0150 -1.0562 -8.9476
H -3.6653 7.0454 1.9230
H -2.9192 10.7179 2.1820
H -0.2695 7.4686 3.6086
H -3.9078 1.7094 -5.7355
H 3.0847 -5.5466 4.2117
H 7.0115 -5.6296 -4.8656
H -3.3290 0.8624 -7.3054
H 3.8861 -5.3535 -7.0209
H -0.0929 -0.9108 4.7318
H -1.5671 -5.4459 -2.5728
H 0.4500 9.0760 1.2582
H 2.7442 -6.1693 1.6559
H 4.9784 -6.7986 5.9341
H 5.6387 -0.9734 -1.9024
H 5.8648 1.1314 6.7703
H -9.3513 -1.2057 8.1049
H 5.4052 -4.3237 3.2696
H 5.4282 9.4351 -3.3399
H 3.8176 2.7604 6.4821
H -4.3103 -5.0353 -3.2111
H 1.0688 -2.0789 5.3666
H 7.3596 -1.3426 -2.4869
H 3.6353 -3.3979 -5.7384
H -2.0068 -6.3291 -0.4816
H 5.7738 -5.6359 -3.6048
H 2.8618 -6.0090 -5.8833
H 4.3744 6.8485 -6.9284
H -4.9166 -5.9721 1.3991
H 4.6871 -7.3839 -5.0137
H -5.0323 8.8945 1.3566
H 5.7524 -0.4752 5.9005
H 4.2286 3.2119 4.1688
H 6.6059 -6.7146 2.1247
H 3.3966 -7.7407 1.8857
H -3.4899 -3.4100 0.6336
H -9.5176 2.5055 7.8656
H 5.5060 -6.8171 -6.4145
H -7.2477 -2.3766 8.9093
H -7.5453 1.8475 -6.5455
H 4.2232 1.3340 8.2635



No. 2
18
Properties=species:S:1:pos:R:3 method="wB97M-V/def2-TZVPD" e_tot_ev=-10370.979 homo_lumo_gap_ev=9.429 lumo_energy_ev=0.859 relative_energy_kj_mol=417.5 molar_mass_g_mol=114.1
O 0.8790 -0.6964 -1.1874
N -1.3472 -0.6953 -0.4468
N 1.1955 1.8987 -0.6928
C -0.1784 -0.1905 -0.4664
C 0.6378 0.4837 2.0950
C 0.7646 -0.6247 1.5992
C -1.5330 -2.1128 -0.2562
C -0.1737 1.4144 -0.6095
H 1.6373 1.8920 0.2212
H -1.6075 -2.3288 0.8221
H 1.2456 2.8444 -1.0565
H 0.4869 1.3818 2.6256
H 1.1598 -1.6032 1.5082
H -2.4845 -2.3878 -0.7150
H -0.8451 1.8735 0.1227
H -0.7261 -2.7232 -0.6817
H -0.6342 1.5437 -1.5988
H 1.5231 0.0304 -1.2828



No. 3
24
Properties=species:S:1:pos:R:3 method="wB97M-V/def2-TZVPD" smiles=NCCCCCN.O e_tot_ev=-10471.296 homo_lumo_gap_ev=9.783 lumo_energy_ev=0.659 relative_energy_kj_mol=118.3 molar_mass_g_mol=120.2
O -1.6478 -2.9863 -1.8308
N -0.7288 0.8616 3.1050
N 0.6460 -1.1955 -2.2013
C -0.0048 1.7903 2.1848
C 1.1720 0.6787 -0.6322
C -0.5611 1.8191 0.7518
C 1.6405 -0.6216 -1.3080
C -0.1378 0.4655 0.1643
H -1.5924 0.5261 2.7037
H -0.9547 0.0025 -0.3987
H -0.1282 0.0676 3.2774
H 1.8200 -1.3087 -0.4367
H 0.0029 2.7699 2.6690
H -1.3484 -2.7777 -0.9354
H 0.9123 1.5045 -1.2940
H 1.9811 0.9416 0.0798
H 0.0943 -0.2705 0.9562
H 1.0306 1.3926 2.2646
H -0.2822 2.6918 0.1645
H -2.0791 -2.2583 -2.2838
H -0.1472 -1.5157 -1.6896
H 2.5765 -0.3188 -1.7945
H -1.6733 1.9037 0.7068
H 1.0696 -1.9209 -2.7633